Molecular formula: C35H41MoN10O5
Method: DFT, ωB97M-V with the def2-TZVPD basis set

## Properties
* Kohn-Sham gap (spin up / spin down): 6.962 / 6.474 eV
* LUMO level (spin up / spin down): -10.0 / -10.5 eV
* total charge: +3
* spin multiplicity: 3
* calculated total energy: -63932.552 eV

Last column: Mulliken spin population.
Positions of all 92 atoms, in Å:
Mo  0.08341  0.15077  0.43494  1.839
C  -0.75709  -1.72100  -3.46952  -0.001
C  -0.76539  -1.02017  -2.16466  0.037
N  0.28156  -0.69864  -1.47791  -0.139
C  1.59796  -0.82292  -2.11753  0.028
C  2.43419  0.30827  -1.55197  0.026
N  2.21141  0.24615  -0.09753  -0.034
C  2.92112  1.27582  0.67993  0.012
C  2.62236  1.00838  2.15314  0.020
N  1.34653  0.24287  2.26602  -0.024
C  0.66095  0.51067  3.55936  0.013
C  -0.84961  0.63338  3.38254  0.005
N  -1.23892  0.61404  1.97231  -0.052
C  -2.48306  0.87254  1.70034  0.051
C  -3.47650  1.32594  2.70309  0.006
C  -2.85255  0.50794  0.33154  0.091
C  -4.13031  0.51904  -0.20574  0.024
C  -4.33552  -0.01964  -1.46836  0.022
C  -3.26388  -0.58348  -2.14263  0.015
C  -2.00702  -0.54509  -1.55884  0.102
N  -1.79959  0.01512  -0.35381  -0.010
H  0.11090  -2.36370  -3.59026  0.000
H  -0.75410  -0.98759  -4.28437  0.006
H  -1.65575  -2.32525  -3.58175  0.002
H  1.51478  -0.72802  -3.19783  -0.001
H  2.04469  -1.79428  -1.88217  -0.005
H  2.08260  1.26369  -1.93985  -0.007
H  3.48984  0.18762  -1.80130  -0.001
H  2.57776  -0.66125  0.19127  -0.022
H  2.55245  2.25698  0.38549  -0.005
H  3.99445  1.24855  0.47938  -0.001
H  2.51071  1.95932  2.66428  0.000
H  3.42685  0.45529  2.64078  0.000
H  1.59665  -0.75354  2.25372  -0.027
H  1.03616  1.44957  3.95266  -0.001
H  0.89950  -0.27264  4.27826  0.000
H  -1.18248  1.55807  3.85297  -0.002
H  -1.37039  -0.19159  3.87970  -0.003
H  -3.08953  2.15735  3.29408  0.002
H  -3.70117  0.51602  3.40596  0.002
H  -4.40637  1.64333  2.24219  0.000
H  -4.95568  0.93980  0.34963  0.000
H  -5.32223  -0.01177  -1.91186  -0.001
H  -3.39993  -1.03360  -3.11548  0.001
O  1.46623  -8.08131  -0.15772  0.000
N  2.16600  -7.29687  0.43723  0.000
O  3.26121  -7.51708  0.90394  0.000
C  1.56589  -5.95120  0.67168  -0.001
C  0.22268  -5.90643  0.68863  0.001
C  -0.47054  -4.68222  0.90126  -0.001
C  -1.86693  -4.71230  1.02117  0.004
C  -2.51520  -3.54514  1.31790  -0.003
C  -1.76611  -2.37738  1.38683  0.002
N  -0.45598  -2.27340  1.17107  -0.018
C  0.22580  -3.45483  1.00787  0.013
C  1.67894  -3.51934  1.02565  0.000
N  2.36587  -2.38087  1.26125  -0.001
C  3.68628  -2.43823  1.36426  0.007
C  4.42775  -3.60342  1.21413  0.002
C  3.75722  -4.77284  0.97028  -0.001
C  2.34848  -4.76659  0.88726  -0.002
H  -0.34843  -6.81528  0.55671  0.000
H  -2.39574  -5.65122  0.91877  0.000
H  -3.58158  -3.51196  1.49141  0.000
H  -2.29190  -1.48017  1.64909  0.003
H  4.20603  -1.50778  1.58368  0.000
H  5.50547  -3.58644  1.29274  0.000
H  4.30129  -5.69729  0.87315  0.000
C  -2.99448  4.14756  -1.32587  -0.001
C  -1.92177  4.30633  -2.40007  0.000
C  -0.48445  4.07531  -1.86532  0.009
C  0.53971  4.42064  -2.97352  0.000
C  1.98353  4.41331  -2.47588  -0.001
C  -0.27919  5.03378  -0.71535  -0.001
O  -0.36047  6.22191  -0.80984  0.002
N  0.01794  4.44709  0.52178  0.005
C  0.13232  3.12415  0.79369  0.029
O  0.40545  2.72917  1.92461  0.010
N  -0.01866  2.19710  -0.22844  -0.078
C  -0.33184  2.60456  -1.52160  0.036
O  -0.45039  1.76689  -2.40017  0.014
H  -3.98603  4.20139  -1.77480  0.000
H  -2.92959  4.94228  -0.58134  0.000
H  -2.90314  3.18559  -0.81462  0.001
H  -1.96088  5.32080  -2.79406  0.000
H  -2.09064  3.61010  -3.22143  0.000
H  0.29281  5.41048  -3.35525  0.000
H  0.40711  3.70157  -3.78188  0.000
H  2.15550  5.21743  -1.75957  0.000
H  2.66749  4.57022  -3.30772  0.000
H  2.24586  3.46000  -2.00250  0.000
H  0.17136  5.08956  1.29068  0.000